Formula: C27H37BN3O6PS2
Source: the Open Molecules 2025 dataset
Level of theory: wB97M-V/def2-TZVPD

CARTESIAN COORDINATES (ANGSTROEM)
C -6.9351 0.8046 1.5168
C -5.6016 1.3075 1.0919
C -4.4656 1.9925 2.0839
C -3.6439 0.8516 2.9907
C -3.8403 0.8033 4.6493
S -4.9820 2.0487 5.5428
C -3.0502 -0.3123 5.6080
P -3.1926 -0.3754 7.5225
O -2.6102 -1.7586 8.1107
O -2.0614 0.8600 8.1157
O -4.7707 0.0050 8.1479
C -2.0618 -1.4646 4.9051
C -1.8749 -1.4028 3.2687
C -2.6150 -0.2637 2.2910
N -2.3513 -0.2466 0.7868
C -0.8743 -0.2270 0.4623
C -0.1315 0.8878 -0.5306
C -1.0669 2.0950 -1.2141
N -1.4729 1.7881 -2.6391
C -2.5976 0.7775 -2.7276
C 1.5143 0.7975 -0.8133
B 2.2259 1.9698 -1.7802
C 3.2444 3.0594 -1.0868
O 1.9394 2.0816 -3.2238
C 2.4789 -0.3905 -0.1392
C 4.0972 -0.4717 -0.3652
C 4.5935 -0.7584 -1.8937
C 3.4645 -1.3579 -2.9130
C 4.0645 -1.0959 -4.4522
N 3.9041 0.3774 -4.8588
C 3.1705 0.4576 -6.1901
C 1.6238 1.0706 -6.3033
O 3.7031 0.0179 -7.3607
C 1.7328 -1.5178 0.8462
C 2.5002 -2.7643 1.5829
C 1.9308 -4.2314 0.7436
C 3.0648 -4.8710 -0.4043
O 1.6784 -4.0755 -0.7912
C 0.1219 -1.3738 1.1078
S -0.7483 -2.6002 2.2896
H -7.9283 1.1956 0.9850
H -7.1210 -0.0377 2.3392
H -5.3184 1.1926 -0.0590
H -5.0318 2.7738 2.7444
H -3.6829 2.5283 1.3599
H -6.0586 2.3964 4.6736
H -2.5679 1.7098 8.2905
H -4.6467 0.8721 8.6489
H -1.5008 -2.2555 5.5782
H -2.8892 0.5053 0.3028
H -0.4906 3.1390 -1.2400
H -2.0504 2.3056 -0.5927
H -0.6209 1.4854 -3.1730
H -2.5991 0.3880 -3.8563
H -3.6724 1.2586 -2.5719
H -2.4842 -0.1192 -1.9777
H 4.1423 3.3384 -1.7966
H 2.7176 4.0784 -0.7941
H 3.7010 2.6411 -0.0669
H 1.3270 2.8709 -3.3060
H 4.6609 -1.2342 0.3320
H 4.5275 0.6015 -0.0683
H 4.9615 0.2852 -2.3401
H 5.5574 -1.4455 -1.8910
H 2.4263 -0.8197 -2.8939
H 3.3293 -2.5189 -2.8267
H 3.5881 -1.8039 -5.2535
H 5.2428 -1.2547 -4.3557
H 4.8334 0.8226 -5.0409
H 1.0664 0.7397 -5.3268
H 1.7249 2.2497 -6.3631
H 1.0481 0.6180 -7.2162
H 3.6423 -2.8577 1.3623
H 2.1816 -2.9690 2.6888
H 1.2493 -5.0503 1.4062
H 3.0081 -6.0291 -0.5715
H 3.6225 -4.0946 -1.1072

Cartesian forces, eV/Å:
C 1.96 0.63 -0.84
C -2.30 -1.05 0.71
C 0.49 -2.13 -0.53
C 1.63 -1.97 2.16
C 1.84 -2.56 -2.08
S 0.50 -0.88 -1.47
C 0.00 -0.13 -4.00
P 2.99 -3.57 2.72
O -2.61 5.39 -2.77
O -3.78 -0.52 -0.86
O 3.58 1.28 -0.66
C -1.83 3.40 -2.62
C -1.71 2.57 0.94
C -0.98 0.45 3.48
N 2.08 0.42 2.75
C 4.65 -0.10 -0.99
C 1.11 -2.30 1.85
C 0.69 0.05 0.09
N -0.12 -0.64 1.09
C -0.37 -0.49 -1.10
C -1.41 -2.68 2.00
B -0.17 0.12 -0.32
C 0.96 0.35 0.78
O -1.23 0.92 2.91
C -3.89 -0.51 1.33
C 0.18 0.95 0.22
C -0.14 0.67 -0.59
C 0.78 0.12 -1.75
C 1.09 -0.28 1.07
N -0.72 -0.48 -2.40
C 1.23 -1.77 -5.71
C 0.90 -0.56 1.01
O -2.78 2.67 7.36
C -1.88 2.84 -1.03
C -1.56 -1.89 -2.21
C 2.44 -0.03 -2.92
C -4.43 2.45 -0.28
O 1.17 -2.24 4.69
C 0.61 2.27 -1.57
S -0.34 2.82 -0.09
H 2.52 -1.78 0.26
H 0.62 2.90 -0.89
H -1.08 1.48 2.34
H 1.44 -1.63 -1.22
H -1.70 -1.06 1.73
H 1.59 -0.94 0.63
H 1.04 -1.25 -0.41
H -0.51 -1.58 -0.82
H -1.37 1.86 -1.58
H 0.78 -0.81 0.70
H -0.97 -2.38 0.27
H 2.05 -0.61 -1.12
H -1.28 0.07 0.83
H -0.05 0.60 2.63
H 2.39 -0.69 -0.15
H -0.14 1.49 -1.51
H -1.79 -0.51 1.31
H 0.87 -2.05 -0.68
H -1.04 0.94 -2.18
H 1.17 -1.02 -0.16
H -1.69 1.46 -1.16
H -0.96 -2.35 -0.54
H -0.89 -2.21 0.82
H -2.10 1.27 0.03
H 2.03 -1.05 0.37
H 0.13 2.24 0.16
H 1.03 1.32 1.61
H -2.58 -0.13 -0.53
H -1.05 -0.85 0.09
H 1.07 0.96 -1.77
H -0.34 -2.55 0.17
H 1.55 1.00 1.62
H -2.29 0.74 0.72
H 0.74 0.88 -2.08
H 1.89 2.36 -2.25
H 0.19 2.52 0.04
H 0.06 -2.23 2.36

Kohn-Sham gap = 7.3 eV
F_max = 8.3 eV/A
LUMO = -0.7 eV
total energy = -2828.30599 hartree
SMILES = C=CCc1c(S)c(P(=O)(O)O)cc2c1Nc1c(CNC)c(B(C)O)c(CCCCNC(C)=O)c(C[C@@H]3CO3)c1S2